Entry one
A 2-piece molecular cluster, C3H7NO2 overall. Source: OMol25; level of theory: wB97M-V/def2-TZVPD.

Element x y z (Å)
C  0.298  1.532  -1.164
C  1.172  0.468  -1.380
O  1.561  -0.057  -2.468
H  -0.233  2.151  -1.874
H  0.247  1.971  -0.169
H  1.631  0.104  -0.466
H  2.015  -0.913  -2.285
C  -1.088  -0.476  2.159
N  -1.259  -1.347  1.123
O  -0.223  -0.625  2.984
H  -1.828  0.341  2.240
H  -0.481  -1.976  0.999
H  -1.812  -1.173  0.303

Computed properties:
⟨S²⟩ = 0.755
charge = +1
spin multiplicity = 2
lowest unoccupied orbital energy (alpha / beta) = -5.14 / -9.04 eV
HOMO-LUMO gap (alpha / beta) = 8.2 / 4.3 eV
HOMO (alpha / beta) = -0.4918 / -0.4915 Ha

natural (NBO) atomic charge list, values in e, 2 entries: atom 1 (C): -0.12, atom 2 (C): 0.32

---

Entry two
An isolated ion of composition C3H7NO2 and charge +1. Source: OMol25; level of theory: wB97M-V/def2-TZVPD.

Element x y z (Å)
O  -0.576  -0.440  2.111
C  0.185  -0.541  1.173
O  1.483  -0.669  1.311
C  -0.294  -0.452  -0.280
C  0.574  0.478  -1.097
N  -1.648  0.131  -0.144
H  1.701  -0.630  2.263
H  -0.285  -1.501  -0.585
H  1.646  0.390  -0.929
H  0.289  1.520  -0.907
H  0.504  0.334  -2.182
H  -1.992  0.353  -1.088
H  -1.586  1.027  0.353

Computed properties:
⟨S²⟩ = 0.755
charge = +1
spin multiplicity = 2
lowest unoccupied orbital energy (alpha / beta) = -3.59 / -9.50 eV
HOMO-LUMO gap (alpha / beta) = 12.4 / 6.1 eV
HOMO (alpha / beta) = -0.5894 / -0.5734 Ha

natural (NBO) atomic charge list, values in e, 2 entries: atom 1 (O): -0.50, atom 2 (C): 0.77

---

The most stable of them is entry two.

---

Entry one
One molecule with the formula C4H7N3. Source: OMol25; level of theory: wB97M-V/def2-TZVPD.

Element x y z (Å)
C  -2.543  0.351  0.035
C  0.735  -1.076  0.114
C  1.967  -0.216  -0.085
C  0.242  1.156  -0.005
H  -2.457  1.440  -0.132
H  -3.544  -0.144  0.086
H  0.531  -1.459  1.113
H  0.803  -1.847  -0.602
H  2.779  -0.360  0.674
H  2.306  -0.345  -1.101
H  -0.422  1.961  0.106
N  -1.567  -0.533  -0.033
N  -0.345  -0.124  -0.236
N  1.517  1.196  0.066

Computed properties:
SMILES = C=NN1C=NCC1
lowest unoccupied orbital energy = 0.87 eV
HOMO-LUMO gap = 9.4 eV
HOMO = -0.3136 Ha

natural (NBO) atomic charge list, values in e, 2 entries: atom 1 (C): -0.21, atom 2 (C): -0.23

---

Entry two
C4H7N3 as an isolated structure. Source: OMol25; level of theory: wB97M-V/def2-TZVPD.

Element x y z (Å)
C  0.205  -1.264  0.378
C  -0.309  -0.572  -0.899
N  1.553  -0.935  0.610
C  -0.400  0.844  -0.394
N  0.723  1.450  -0.099
C  -1.674  1.479  -0.286
N  -2.694  2.005  -0.199
H  -0.043  -2.329  0.410
H  1.549  0.334  0.373
H  1.807  -1.161  1.569
H  0.629  2.379  0.306
H  0.436  -0.653  -1.691
H  -1.288  -0.949  -1.189
H  -0.496  -0.628  1.112

Computed properties:
lowest unoccupied orbital energy (alpha / beta) = -0.60 / -0.60 eV
HOMO-LUMO gap (alpha / beta) = 8.1 / 8.1 eV
HOMO (alpha / beta) = -0.3184 / -0.3184 Ha

natural (NBO) atomic charge list, values in e, 2 entries: atom 1 (C): -0.18, atom 2 (C): -0.46

---

Entry three
A 2-piece molecular cluster, C4H7N3 overall. Source: OMol25; level of theory: wB97M-V/def2-TZVPD.

Element x y z (Å)
C  -0.139  -0.231  1.750
C  1.418  0.746  -0.152
C  0.185  1.594  -0.148
C  0.386  0.608  0.896
N  -0.277  -0.792  2.778
N  -2.118  -1.959  -0.526
N  -1.146  -1.597  -1.225
H  1.322  0.037  -0.953
H  2.346  1.267  0.169
H  0.009  2.642  0.098
H  -0.584  1.307  -1.015
H  -0.847  -1.503  3.223
H  -2.409  -1.189  0.050
H  -0.965  -2.422  -1.797

Computed properties:
SMILES = [H]/N=N/[H].N=C=C1CC1
lowest unoccupied orbital energy = 0.63 eV
HOMO-LUMO gap = 8.5 eV
HOMO = -0.2882 Ha

natural (NBO) atomic charge list, values in e, 2 entries: atom 1 (C): 0.45, atom 2 (C): -0.39

---

Entry four
A 2-piece molecular cluster, C4H7N3 overall. Source: OMol25; level of theory: wB97M-V/def2-TZVPD.

Element x y z (Å)
C  -0.430  -0.399  0.627
C  -0.399  0.996  -0.134
N  -1.448  -1.221  0.223
C  0.946  0.196  -1.662
C  0.310  2.018  0.369
N  0.468  -0.664  1.470
N  1.668  -0.704  -1.485
H  -1.443  -2.174  0.546
H  -2.119  -0.938  -0.474
H  0.394  -1.601  1.869
H  2.124  -1.558  -1.767
H  -1.340  1.195  -0.643
H  0.024  3.039  0.182
H  1.243  1.813  0.877

Computed properties:
lowest unoccupied orbital energy = 0.73 eV
HOMO-LUMO gap = 9.0 eV
HOMO = -0.3027 Ha

natural (NBO) atomic charge list, values in e, 2 entries: atom 1 (C): 0.44, atom 2 (C): -0.26

---

The most stable of them is entry one.

---

Entry one
One molecule with the formula C4H7N3. Source: OMol25; level of theory: wB97M-V/def2-TZVPD.

Element x y z (Å)
C  -2.077  0.280  -0.498
C  -0.974  -0.414  0.292
N  0.269  0.338  0.277
C  1.434  -0.169  -0.212
N  1.551  -1.347  -0.691
C  2.547  0.787  -0.149
N  3.443  1.517  -0.127
H  -1.791  0.383  -1.549
H  -2.286  1.280  -0.101
H  -3.005  -0.299  -0.448
H  -0.746  -1.394  -0.133
H  -1.285  -0.571  1.331
H  0.273  1.281  0.633
H  2.501  -1.525  -1.003

Computed properties:
SMILES = [H]/N=C(\C#N)NCC
lowest unoccupied orbital energy = 0.77 eV
HOMO-LUMO gap = 10.4 eV
HOMO = -0.3522 Ha

natural (NBO) atomic charge list, values in e, 2 entries: atom 1 (C): -0.61, atom 2 (C): -0.23

---

Entry two
C4H7N3 as an isolated structure. Source: OMol25; level of theory: wB97M-V/def2-TZVPD.

Element x y z (Å)
C  0.615  -0.927  -1.277
C  0.660  1.167  -0.409
N  0.069  0.862  0.779
C  -0.896  -0.087  0.726
N  -1.149  -0.482  -0.517
C  -1.332  -0.702  1.937
N  -1.710  -1.198  2.917
H  0.092  -1.844  -1.563
H  1.425  -1.197  -0.597
H  0.986  -0.455  -2.184
H  -0.015  1.416  -1.217
H  1.590  1.724  -0.332
H  0.551  1.017  1.654
H  -1.730  -1.321  -0.523

Computed properties:
lowest unoccupied orbital energy (alpha / beta) = 0.73 / 0.73 eV
HOMO-LUMO gap (alpha / beta) = 8.3 / 8.3 eV
HOMO (alpha / beta) = -0.2778 / -0.2779 Ha

natural (NBO) atomic charge list, values in e, 2 entries: atom 1 (C): -0.52, atom 2 (C): -0.26

---

The most stable of them is entry one.

---

Entry one
One molecule with the formula C4H7N3. Source: OMol25; level of theory: wB97M-V/def2-TZVPD.

Element x y z (Å)
C  -1.796  0.343  -0.384
C  -0.994  -0.525  0.601
N  0.310  0.072  0.865
C  1.342  -0.238  0.015
N  1.397  -1.326  -0.650
C  2.360  0.812  -0.062
N  3.130  1.668  -0.171
H  -1.117  1.000  -0.939
H  -2.525  0.980  0.126
H  -2.328  -0.261  -1.122
H  -0.803  -1.518  0.190
H  -1.511  -0.657  1.557
H  0.276  1.039  1.158
H  2.259  -1.390  -1.184

Computed properties:
SMILES = [H]/N=C(\C#N)NCC
lowest unoccupied orbital energy = 0.70 eV
HOMO-LUMO gap = 10.5 eV
HOMO = -0.3587 Ha

natural (NBO) atomic charge list, values in e, 2 entries: atom 1 (C): -0.63, atom 2 (C): -0.24

---

Entry two
One molecule with the formula C4H7N3. Source: OMol25; level of theory: wB97M-V/def2-TZVPD.

Element x y z (Å)
C  -2.071  0.499  -0.229
C  -1.039  -0.551  0.188
N  0.240  0.134  0.345
C  1.518  -0.324  0.141
N  1.913  -1.538  0.174
C  2.439  0.760  -0.255
N  3.159  1.572  -0.660
H  -2.010  0.710  -1.301
H  -1.837  1.437  0.287
H  -3.096  0.213  0.032
H  -0.929  -1.335  -0.567
H  -1.359  -1.052  1.109
H  0.166  1.033  0.798
H  2.907  -1.560  -0.061

Computed properties:
SMILES = [H]/N=C(\C#N)NCC
lowest unoccupied orbital energy = 0.78 eV
HOMO-LUMO gap = 10.5 eV
HOMO = -0.3567 Ha

natural (NBO) atomic charge list, values in e, 2 entries: atom 1 (C): -0.61, atom 2 (C): -0.21

---

The most stable of them is entry one.